--- w ---
Density functional theory data (ωB97M-V/def2-TZVPD) for one molecule with the formula C6H14O.

Atoms and positions in Å:
C1 1.933 0.338 -1.957
C2 1.813 1.339 -0.789
C3 0.364 1.400 -0.263
C4 -0.013 0.663 1.042
C5 -1.031 -0.403 0.670
O1 -1.403 -1.171 1.781
C6 -2.285 -2.199 1.416
H1 2.860 0.476 -2.519
H2 1.115 0.449 -2.682
H3 1.909 -0.707 -1.625
H4 2.521 1.054 0.001
H5 2.104 2.336 -1.144
H6 -0.038 2.418 -0.257
H7 -0.166 0.905 -1.073
H8 -0.454 1.319 1.805
H9 0.852 0.189 1.521
H10 -1.915 0.085 0.220
H11 -0.595 -1.045 -0.118
H12 -3.219 -1.804 0.984
H13 -2.523 -2.768 2.317
H14 -1.830 -2.873 0.671

Computed properties:
Molecular weight, u: 102.177
Structure (SMILES): CCCCCOC
HOMO-LUMO gap, eV: 10.920

Mulliken atomic charge list, values in e, 2 entries: -1.26 -0.32

--- x ---
Density functional theory data (ωB97M-V/def2-TZVPD) for one molecule with the formula C6H14O.

Atoms and positions in Å:
C1 -1.529 -0.712 -1.090
C2 -1.100 -0.305 0.321
C3 -2.216 0.467 1.023
C4 0.195 0.517 0.326
C5 1.379 -0.165 -0.358
C6 2.697 0.555 -0.090
O1 1.443 -1.510 0.107
H1 -2.485 -1.248 -1.063
H2 -0.794 -1.376 -1.557
H3 -1.658 0.167 -1.735
H4 -0.899 -1.222 0.887
H5 -3.137 -0.124 1.068
H6 -2.444 1.398 0.489
H7 -1.935 0.730 2.050
H8 0.465 0.747 1.366
H9 0.026 1.482 -0.175
H10 1.194 -0.166 -1.445
H11 2.896 0.598 0.987
H12 2.674 1.579 -0.482
H13 3.531 0.026 -0.567
H14 1.799 -2.046 -0.610

Computed properties:
Molecular weight, u: 102.177
Structure (SMILES): CC(C)C[C@@H](C)O
HOMO-LUMO gap, eV: 11.167

Mulliken atomic charge list, values in e, 2 entries: -1.44 0.91

--- y ---
Density functional theory data (ωB97M-V/def2-TZVPD) for one molecule with the formula C6H14O.

Atoms and positions in Å:
C1 1.299 1.357 1.733
C2 -0.102 0.857 1.409
C3 -0.159 -0.612 1.018
C4 0.666 -1.074 -0.171
C5 0.147 -0.780 -1.640
C6 -1.327 -0.517 -1.792
O1 -1.719 0.764 -1.282
H1 1.918 1.480 0.839
H2 1.847 0.634 2.338
H3 1.263 2.318 2.234
H4 -0.723 0.965 2.303
H5 -0.574 1.532 0.696
H6 -1.197 -0.936 0.944
H7 0.168 -1.181 1.903
H8 0.879 -2.137 -0.096
H9 1.647 -0.604 -0.091
H10 0.438 -1.677 -2.197
H11 0.725 0.062 -2.006
H12 -1.626 -0.573 -2.848
H13 -1.933 -1.265 -1.289
H14 -1.636 1.388 -2.005

Computed properties:
Molecular weight, u: 102.177
Structure (SMILES): CCCCCCO
HOMO-LUMO gap, eV: 11.194

Mulliken atomic charge list, values in e, 2 entries: -1.27 -0.20

--- z ---
Density functional theory data (ωB97M-V/def2-TZVPD) for one molecule with the formula C6H14O.

Atoms and positions in Å:
C1 -1.624 -0.552 -1.134
C2 -1.078 -0.307 0.275
C3 -2.159 0.331 1.146
C4 0.185 0.568 0.260
C5 1.429 -0.175 -0.220
C6 2.703 0.658 -0.185
O1 1.626 -1.355 0.555
H1 -2.473 -1.245 -1.116
H2 -0.872 -0.972 -1.813
H3 -1.977 0.391 -1.571
H4 -0.796 -1.270 0.720
H5 -3.063 -0.287 1.182
H6 -2.443 1.313 0.746
H7 -1.805 0.477 2.173
H8 0.364 0.971 1.268
H9 0.034 1.430 -0.406
H10 1.247 -0.487 -1.259
H11 2.890 1.050 0.821
H12 2.643 1.499 -0.884
H13 3.553 0.026 -0.465
H14 1.613 -2.061 -0.092

Computed properties:
Molecular weight, u: 102.177
Structure (SMILES): CC(C)C[C@@H](C)O
HOMO-LUMO gap, eV: 11.125

Mulliken atomic charge list, values in e, 2 entries: -1.42 0.72

Stability ranking, top and bottom: x is the most stable and w is the least stable.

--- w ---
Density functional theory data (ωB97M-V/def2-TZVPD) for a 2-piece molecular cluster, C6H14O overall.

Atoms and positions in Å:
C1 -2.536 0.102 -1.128
C2 -1.093 -0.328 -0.958
C3 -0.433 -0.434 0.434
C4 0.908 -0.072 -0.258
C5 2.026 0.708 0.415
C6 0.059 0.619 -1.343
H1 -3.225 -0.630 -0.689
H2 -2.780 0.187 -2.193
H3 -2.726 1.074 -0.660
H4 -0.938 -1.288 -1.468
H5 -0.528 -1.393 0.955
H6 -0.773 0.382 1.090
H7 1.324 -0.995 -0.680
H8 1.646 1.493 1.081
H9 2.641 1.202 -0.348
H10 2.690 0.049 0.984
H11 -0.181 1.647 -1.035
H12 0.426 0.629 -2.374
O1 1.401 -1.344 2.861
H13 0.486 -1.261 2.569
H14 1.755 -0.456 2.738

Computed properties:
Molecular weight, u: 102.177
Structure (SMILES): C[C@H]1C[C@@H](C)C1.O
HOMO-LUMO gap, eV: 11.718

Mulliken atomic charge list, values in e, 2 entries: -1.52 0.38

--- x ---
Density functional theory data (ωB97M-V/def2-TZVPD) for one molecule with the formula C6H14O.

Atoms and positions in Å:
C1 -2.240 -0.057 -1.192
C2 -1.088 -0.502 -0.285
C3 -1.537 -0.439 1.177
C4 0.164 0.360 -0.517
C5 1.489 -0.230 -0.017
C6 2.571 0.837 0.066
O1 1.313 -0.836 1.260
H1 -3.135 -0.659 -0.996
H2 -1.995 -0.154 -2.257
H3 -2.502 0.992 -1.000
H4 -0.838 -1.544 -0.535
H5 -2.427 -1.055 1.344
H6 -1.786 0.597 1.443
H7 -0.742 -0.776 1.840
H8 0.002 1.345 -0.054
H9 0.293 0.543 -1.594
H10 1.800 -1.013 -0.729
H11 2.293 1.574 0.829
H12 2.703 1.360 -0.886
H13 3.536 0.395 0.345
H14 2.129 -0.738 1.761

Computed properties:
Molecular weight, u: 102.177
Structure (SMILES): CC(C)C[C@@H](C)O
HOMO-LUMO gap, eV: 11.135

Mulliken atomic charge list, values in e, 2 entries: -1.54 0.73

Stability ranking, top and bottom: x is the most stable and w is the least stable.

--- w ---
Density functional theory data (ωB97M-V/def2-TZVPD) for C6H14O as an isolated structure.

Atoms and positions in Å:
C1 -3.397 -0.002 -0.781
C2 -2.257 -0.320 0.183
C3 -0.880 -0.131 -0.453
C4 0.272 -0.441 0.510
C5 1.609 -0.310 -0.145
O1 2.567 0.261 0.522
C6 3.756 0.549 0.021
H1 -4.377 -0.143 -0.310
H2 -3.350 -0.648 -1.665
H3 -3.339 1.036 -1.126
H4 -2.340 0.319 1.072
H5 -2.354 -1.354 0.540
H6 -0.794 -0.775 -1.339
H7 -0.772 0.900 -0.813
H8 0.135 -1.462 0.902
H9 0.231 0.236 1.371
H10 1.895 -0.947 -0.980
H11 1.992 1.183 -1.501
H12 4.169 -0.117 -0.732
H13 4.406 1.026 0.742
H14 2.741 1.426 -1.367

Computed properties:
Molecular weight, u: 102.177
HOMO-LUMO gap (spin up / spin down), eV: 8.262 / 8.261

Mulliken atomic charge list, values in e, 2 entries: -1.24 -0.36

--- x ---
Density functional theory data (ωB97M-V/def2-TZVPD) for a 2-piece molecular cluster, C6H14O overall.

Atoms and positions in Å:
C1 -0.771 -0.851 -0.631
C2 -1.892 -0.371 0.247
C3 -1.737 1.123 0.523
C4 -0.338 1.410 1.044
C5 0.752 1.032 0.110
O1 1.655 -0.928 0.345
C6 2.434 -1.332 -0.751
H1 -0.772 -1.949 -0.721
H2 0.646 -0.950 0.019
H3 -0.794 -0.425 -1.638
H4 -2.879 -0.553 -0.205
H5 -1.881 -0.915 1.203
H6 -1.890 1.680 -0.412
H7 -2.485 1.475 1.240
H8 -0.170 0.929 2.017
H9 -0.211 2.491 1.220
H10 0.631 1.243 -0.946
H11 1.753 1.242 0.480
H12 1.961 -1.062 -1.711
H13 2.562 -2.420 -0.728
H14 3.426 -0.868 -0.707

Computed properties:
Molecular weight, u: 102.177
HOMO-LUMO gap (spin up / spin down), eV: 7.602 / 7.418

Mulliken atomic charge list, values in e, 2 entries: -1.18 -0.28

Stability ranking, top and bottom: w is the most stable and x is the least stable.